# 1
{"formula": "C4H5NO2", "method": "ωB97M-V/def2-TZVPD", "gap_ev": 9.33, "max_force_ev_per_a": 2.371, "homo_ev": -8.49, "smiles": "O=CN1C=CCO1", "de_lowest_kcal_mol": 79.0, "species": ["O", "O", "N", "C", "C", "C", "C", "H", "H", "H", "H", "H"], "positions_angstrom": [[-2.643818, 0.031664, -1.525555], [-0.118354, 0.984191, 0.694530], [-0.724008, 0.036082, -0.193355], [1.118747, 0.300327, 1.125808], [0.213921, -0.835893, -0.776583], [1.387645, -0.623946, -0.110919], [-1.952936, 0.541489, -0.677997], [0.896999, -0.202786, 2.173737], [2.380858, -1.123884, -0.355553], [-2.309601, 1.437461, -0.112905], [1.914379, 1.087949, 1.251270], [-0.163833, -1.632653, -1.492477]], "forces_ev_per_a": [[0.6597, -0.1773, 0.0249], [1.1689, -1.3241, -0.2171], [-2.1242, 1.0033, -0.3208], [-0.2309, 0.2055, -0.2040], [0.7211, 0.2382, 1.2092], [0.1850, -1.1767, -0.0427], [0.1395, -0.4024, 0.5313], [0.6090, 0.5298, -2.1832], [-1.6616, 0.7090, 0.5915], [0.6623, -0.4205, -0.1557], [-0.9316, -0.7602, -0.0256], [0.8029, 1.5755, 0.7919]]}

=====

# 2
{"formula": "C3H3NO2S", "method": "ωB97M-V/def2-TZVPD", "gap_ev": 8.68, "max_force_ev_per_a": 1.553, "homo_ev": -8.82, "smiles": "On1occc1=S", "de_lowest_kcal_mol": 107.9, "species": ["S", "O", "O", "N", "C", "C", "C", "H", "H", "H"], "positions_angstrom": [[-2.468345, -0.152639, 0.036968], [-0.425815, 2.181321, -0.021979], [1.305716, 0.656393, 0.052951], [-0.057798, 0.917915, 0.391082], [-0.812911, -0.205659, 0.238510], [1.337394, -0.701163, -0.014105], [0.127618, -1.274015, 0.045805], [-1.275347, 2.042127, -0.518938], [-0.071655, -2.303435, 0.008181], [2.341147, -1.160849, -0.218471]], "forces_ev_per_a": [[0.5800, 0.1149, 0.2594], [-0.2719, -0.9699, 0.0403], [-0.8461, -0.5283, 0.2053], [0.8240, 0.7011, -0.0540], [-1.0228, 0.1675, -0.9323], [1.2831, -0.1778, -0.8576], [0.5676, 1.0665, 0.7079], [0.4449, -0.2015, 0.2714], [-0.3859, -0.9333, -0.1161], [-1.1730, 0.7608, 0.4759]]}

=====

# 3
{"formula": "C6H11NO2", "method": "ωB97M-V/def2-TZVPD", "gap_ev": 6.78, "max_force_ev_per_a": 6.745, "homo_ev": -6.75, "de_lowest_kcal_mol": 138.6, "species": ["O", "O", "N", "C", "C", "C", "C", "C", "C", "H", "H", "H", "H", "H", "H", "H", "H", "H", "H", "H"], "positions_angstrom": [[1.051682, -2.705492, -1.831759], [2.060086, -0.655568, -1.591270], [-0.636979, -0.148799, 2.177442], [-0.057990, 0.217067, -0.310748], [0.328683, 1.644798, 0.241685], [1.318301, -1.672843, -1.362950], [1.168849, -0.678200, -0.336685], [-0.927210, -0.506989, 0.689585], [-0.911536, 0.286022, -1.589875], [0.562794, 1.713728, 1.260266], [1.883112, -0.606324, 0.498024], [-0.410507, 0.284415, -2.602783], [-1.783902, 1.044595, -1.508987], [0.036570, -0.685931, 2.729441], [-1.566073, -0.600295, -1.717458], [-0.472504, 0.777630, 2.332583], [-1.558738, -0.481478, 2.730536], [1.208812, 1.941344, -0.374949], [-0.767642, -1.534122, 0.512422], [-0.525809, 2.366442, 0.055481]], "forces_ev_per_a": [[-0.5507, -2.1947, -1.1576], [1.4324, 1.3767, -1.4659], [-3.4878, -5.6651, 1.1129], [0.1449, 0.9117, 1.5643], [-0.8836, 0.1621, -3.6111], [-0.1393, 0.2906, 1.5223], [-0.1717, 1.4417, 0.0423], [-1.0625, 1.5769, 0.5233], [-1.5822, -0.1604, -1.4030], [0.7424, -0.1037, 1.3852], [-0.7848, -0.3258, -0.0161], [-0.0466, 0.7566, 1.1936], [1.9795, -0.6096, -0.0583], [0.8674, 0.0308, -0.2952], [0.6859, -0.1376, 0.6012], [0.1421, 3.1125, 0.3977], [2.3680, 1.5631, -1.7475], [-0.5646, 0.3265, 0.6425], [-0.1015, -1.5384, 0.6525], [1.0128, -0.8138, 0.1170]]}